#P
Entry from the OMol25 dataset: 9 unconnected molecules or ions with the total composition H17O9 (the ωB97M-V functional and the def2-TZVPD basis).

Geometry as ORCA input:
```
! RIJCOSX wB97M-V def2-TZVPD def2/J DEFGRID3
* xyz -1 1
O -1.787 0.172 -1.710
O 1.395 0.726 1.152
O 4.065 0.381 0.844
O -0.542 1.705 -0.108
O 1.905 -1.128 -1.415
O 0.613 1.951 -3.093
O 0.270 -1.362 2.657
O -1.283 -1.702 0.025
O -3.072 0.061 1.593
H -1.241 0.732 -0.998
H -0.020 -2.197 3.045
H -2.568 -0.457 0.935
H 3.171 0.092 1.133
H -1.448 2.001 0.029
H -1.631 -2.595 0.100
H 1.785 -0.332 -0.867
H -3.614 0.631 1.034
H 0.089 1.182 -3.333
H -1.832 -1.185 -0.624
H -0.476 -1.169 2.060
H 0.593 1.221 0.711
H 1.010 -0.154 1.069
H 1.680 -1.828 -0.792
H 0.127 2.281 -2.320
H -1.117 -0.340 -2.181
H 3.926 1.314 1.050
*
```

Properties
* E_LUMO: 2.83 eV

Table of natural (NBO) atomic charges, one value per atom, all in e: -1.047 -1.044 -0.971 -1.211 -0.959 -0.961 -0.944 -1.002 -0.958 0.504 0.452 0.483 0.496 0.436 0.464 0.495 0.460 0.458 0.504 0.491 0.524 0.454 0.457 0.498 0.462 0.460

#Q
Entry from the OMol25 dataset: 9 unconnected molecules or ions with the total composition H17O9 (the ωB97M-V functional and the def2-TZVPD basis).

Geometry as ORCA input:
```
! RIJCOSX wB97M-V def2-TZVPD def2/J DEFGRID3
* xyz -1 1
O -1.420 0.044 -1.757
O -2.331 -0.576 1.998
O 1.295 2.660 2.491
O 1.247 0.784 -1.200
O 0.033 -1.531 1.055
O 1.424 -1.123 -3.485
O -0.144 1.082 0.825
O -3.719 -1.088 -0.445
O 3.017 -1.418 0.839
H -1.058 -0.023 -2.637
H -0.562 1.953 0.833
H -0.641 -1.834 0.413
H 2.920 -0.495 0.544
H -2.980 -0.635 -0.857
H 1.688 1.656 -1.270
H -0.781 0.623 -1.297
H 0.881 1.898 1.982
H 1.687 -0.220 -3.701
H 1.280 -1.081 -2.527
H 2.214 2.475 2.196
H 2.108 -1.607 1.055
H -2.085 0.348 1.896
H 0.770 0.992 -0.265
H -1.519 -1.107 2.076
H -3.399 -1.192 0.463
H 0.076 -0.586 0.776
*
```

Properties
* E_LUMO: 3.03 eV

Table of natural (NBO) atomic charges, one value per atom, all in e: -0.990 -1.002 -0.993 -1.072 -1.004 -0.963 -1.243 -1.001 -0.965 0.475 0.462 0.480 0.467 0.491 0.452 0.511 0.504 0.464 0.499 0.445 0.490 0.495 0.494 0.499 0.487 0.518

What are the relative energies? In kcal/mol: #P 23.0; #Q 0.0.

#P
Entry from the OMol25 dataset: a molecular structure, C53H41BiN5O3S2Te (the ωB97M-V functional and the def2-TZVPD basis).

Geometry as ORCA input:
```
! RIJCOSX wB97M-V def2-TZVPD def2/J DEFGRID3
* xyz 1 1
Bi -0.447 0.606 -0.114
Te -3.149 -2.732 2.506
S 2.115 6.055 1.059
S -7.232 -0.259 -3.311
O 1.176 -0.868 0.478
O 3.267 -1.056 2.295
O 2.799 1.900 -2.598
N -2.625 1.274 -1.466
N 1.333 1.813 1.279
N -0.915 3.213 -0.464
N 0.727 1.114 -1.758
N -1.073 -1.620 -1.173
C 2.260 1.789 1.954
C 4.378 -2.958 4.116
C 4.720 2.059 2.018
C 2.498 -2.796 0.873
C -2.121 3.585 -0.961
C 1.715 -1.228 -5.060
C -1.807 -0.020 2.915
C 3.280 -3.183 3.293
C 2.659 -5.073 4.651
C -1.387 -2.297 0.108
C -4.736 0.641 -2.446
C -6.229 -2.565 -3.707
C 2.464 -4.662 -0.714
C 0.738 7.852 -0.100
C -0.840 0.873 3.361
C -5.561 -0.464 -2.960
C 0.194 0.428 4.176
C 2.912 -4.061 0.455
C -3.803 5.285 -1.518
C 1.781 1.510 -2.169
C 2.723 7.649 1.063
C -5.141 1.953 -2.414
C 3.768 -4.856 5.459
C -0.846 -1.191 -3.991
C -3.026 2.572 -1.449
C -5.173 -1.750 -3.218
C -0.318 5.535 -0.210
C -2.495 4.931 -1.040
C 0.642 -0.815 -5.837
C -3.451 0.365 -1.949
C 0.011 -1.988 -1.791
C 2.949 -6.023 -1.152
C -2.831 -2.046 0.512
C -0.643 -0.801 -5.301
C 3.434 1.839 2.825
C -4.664 4.338 -1.929
C 4.629 -3.799 5.190
C -7.401 -1.883 -3.805
C 1.059 -2.713 -1.053
C 1.891 8.505 0.413
C -4.287 2.950 -1.924
C 2.422 -4.246 3.562
C 1.509 -1.622 -3.745
C -0.699 -1.810 4.084
C 0.711 6.515 0.171
C -0.056 4.156 -0.131
C 3.029 -2.239 2.151
C 0.253 -0.908 4.547
C 1.523 -3.959 -1.452
C -1.567 5.903 -0.644
C 1.562 -2.062 0.107
C 0.227 -1.596 -3.196
C -1.731 -1.370 3.261
H 5.494 -3.631 5.820
H 1.561 -4.414 2.926
H -6.122 2.237 -2.782
H 3.965 -5.516 6.294
H -3.102 -0.988 0.486
H 5.559 2.166 2.704
H -0.727 -1.936 0.904
H -8.360 -2.245 -4.144
H 2.095 9.559 0.293
H 5.029 -2.119 3.905
H -1.482 -0.492 -5.911
H 0.906 3.814 0.229
H 0.951 1.120 4.524
H 1.983 -5.890 4.867
H -1.844 -1.198 -3.576
H 2.716 -1.235 -5.472
H -3.073 -0.648 -1.938
H 2.352 -1.915 -3.133
H -0.034 8.363 -0.661
H -4.158 -2.107 -3.091
H -3.538 -2.591 -0.118
H 3.662 7.866 1.549
H -5.650 4.603 -2.290
H 4.909 1.204 1.371
H -4.078 6.333 -1.544
H 4.658 2.955 1.402
H 3.469 0.886 3.350
H -6.121 -3.607 -3.972
H -1.209 -3.368 0.023
H 2.113 -6.702 -1.326
H 3.591 -6.469 -0.394
H -2.641 0.342 2.319
H 1.116 -4.396 -2.360
H -0.625 -2.857 4.353
H 0.803 -0.507 -6.863
H 3.271 2.635 3.552
H 3.521 -5.963 -2.080
H -1.851 6.948 -0.686
H -0.907 1.922 3.088
H 3.639 -4.589 1.064
H 1.054 -1.257 5.188
*
```

Properties
* E_LUMO: -3.04 eV

Here are the Löwdin charges for atoms 1 to 99, given in e: 1.904 1.303 1.047 1.070 -0.289 0.084 0.129 0.031 0.107 0.028 -0.079 -0.036 -0.144 -0.019 -0.067 -0.056 -0.149 -0.055 -0.205 -0.166 -0.069 -0.360 -0.178 -0.168 -0.251 -0.113 -0.131 -0.486 -0.083 0.023 -0.006 -0.462 -0.400 0.043 -0.074 -0.022 -0.147 -0.119 -0.179 -0.124 -0.060 -0.088 -0.224 -0.043 -0.535 -0.059 -0.203 -0.006 -0.067 -0.398 -0.127 -0.166 -0.124 -0.041 -0.018 -0.133 -0.482 -0.094 -0.277 -0.061 0.022 0.063 -0.290 -0.175 -0.574 0.107 0.119 0.115 0.107 0.014 0.082 0.058 0.074 0.110 0.118 0.109 0.061 0.104 0.107 0.084 0.112 0.067 0.123 0.114 0.104 0.050 0.073 0.124 0.083 0.124 0.077 0.097 0.109 0.127 0.082 0.077 0.090 0.138 0.093

#Q
Entry from the OMol25 dataset: a molecular structure, C53H41BiN5O3S2Te (the ωB97M-V functional and the def2-TZVPD basis).

Geometry as ORCA input:
```
! RIJCOSX wB97M-V def2-TZVPD def2/J DEFGRID3
* xyz 1 1
Bi 0.964 -0.595 -0.096
Te -3.044 -3.972 -4.398
S 0.885 6.522 2.498
S 2.509 -5.409 2.672
O 3.209 -3.675 -2.167
O -0.752 -1.510 0.783
O -3.153 -2.879 3.170
N 2.689 1.390 -1.440
N 1.759 -1.117 2.058
N -0.892 -1.923 -2.415
N 1.129 1.454 1.463
N 2.026 -2.405 -0.539
C -2.223 -2.443 -5.613
C 3.123 2.065 -2.262
C 3.433 -6.175 4.918
C -1.067 2.877 -2.663
C -0.204 2.871 -3.750
C -2.930 -1.255 -5.780
C 0.286 1.664 -4.233
C 2.084 -0.138 2.938
C 1.785 1.224 2.611
C 0.239 7.567 1.315
C -4.732 -0.653 -0.161
C -1.055 -1.724 4.679
C -3.011 -1.318 1.413
C -3.743 -0.539 -1.131
C 3.038 4.354 -3.196
C 0.202 5.516 0.259
C -1.343 -3.217 -1.931
C -1.380 -4.238 -3.058
C 2.795 1.931 4.710
C 2.930 -1.779 4.472
C -0.984 0.460 -2.570
C -1.450 1.679 -2.072
C 3.642 2.947 -3.304
C -1.411 -0.845 -1.968
C -2.462 -0.278 -6.651
C 1.132 3.807 1.907
C -0.283 -0.994 5.569
C -0.573 -1.663 -7.186
C 2.543 -2.780 3.605
C -1.283 -0.481 -7.354
C -0.150 0.383 5.409
C -6.173 -0.361 -0.495
C -1.527 0.286 3.440
C 2.140 2.262 3.478
C -0.768 1.020 4.341
C -2.024 -1.207 0.432
C 2.623 -3.039 -1.375
C -0.082 6.902 0.173
C -0.098 0.469 -3.649
C 1.802 3.566 3.092
C 3.280 -4.770 5.016
C 2.690 -0.436 4.163
C 0.738 5.146 1.464
C 0.815 2.682 1.117
C -2.409 -0.832 -0.859
C -1.042 -2.644 -6.321
C -2.644 -1.859 2.765
C 3.054 -6.652 3.702
C 2.783 -4.199 3.878
C -1.686 -1.085 3.614
C -4.341 -1.069 1.106
C 3.046 0.647 5.037
C 1.942 -2.382 2.398
H 0.189 -1.488 6.410
H -2.129 1.695 -1.228
H -1.515 -5.236 -2.641
H 1.618 -3.116 1.674
H -6.813 -0.482 0.378
H -0.508 7.380 -0.699
H -5.085 -1.194 1.885
H 3.067 2.730 5.391
H 0.337 -1.835 -7.748
H -6.286 0.659 -0.866
H -1.463 3.812 -2.286
H 4.728 2.983 -3.213
H 3.427 -2.027 5.402
H 1.952 4.302 -3.141
H -6.534 -1.035 -1.274
H 3.810 -6.801 5.714
H -0.628 -3.559 -1.175
H 0.019 4.826 -0.556
H -1.201 -2.789 4.808
H 0.953 1.651 -5.087
H 0.423 0.958 6.126
H 3.062 -7.673 3.351
H -3.859 -1.101 -5.242
H 0.256 -0.478 -4.037
H -0.923 0.279 -8.037
H 0.296 2.795 0.169
H -2.319 -3.167 -1.441
H 0.071 3.803 -4.230
H 3.525 -4.213 5.912
H -0.460 -4.222 -3.641
H -0.677 2.095 4.227
H 3.525 0.407 5.979
H -0.497 -3.575 -6.219
H -3.025 0.638 -6.784
H 0.127 8.619 1.533
H 2.070 4.395 3.736
H -2.040 0.782 2.622
H 3.313 4.940 -4.072
H -4.018 -0.265 -2.146
H 3.403 4.866 -2.307
H 3.411 2.495 -4.269
*
```

Properties
* E_LUMO: -3.54 eV

Here are the Löwdin charges for atoms 1 to 99, given in e: 1.910 1.268 1.073 1.075 0.129 -0.317 0.136 0.112 0.000 0.107 0.000 -0.128 -0.579 -0.193 -0.166 -0.079 -0.091 -0.164 -0.076 -0.146 -0.187 -0.395 -0.246 -0.005 -0.089 0.020 -0.077 -0.117 -0.321 -0.495 -0.006 0.073 -0.206 -0.038 -0.202 -0.304 -0.093 -0.178 -0.066 -0.090 -0.169 -0.097 -0.086 -0.040 -0.018 -0.135 -0.076 -0.305 -0.473 -0.170 -0.031 0.045 -0.112 -0.134 -0.482 -0.058 -0.153 -0.147 -0.299 -0.393 -0.476 -0.145 0.041 -0.010 -0.075 0.113 0.116 0.044 0.078 0.078 0.109 0.134 0.128 0.104 0.082 0.103 0.123 0.133 0.044 0.086 0.111 0.110 0.090 0.125 0.110 0.108 0.075 0.084 0.115 0.102 0.107 0.106 0.105 0.113 0.048 0.110 0.129 0.096 0.104

What are the relative energies? In kcal/mol: #P 0.0; #Q 2.8.

#P
Entry from the OMol25 dataset: 2 unconnected molecules or ions with the total composition C4H6BrNO (the ωB97M-V functional and the def2-TZVPD basis).

Geometry as ORCA input:
```
! RIJCOSX wB97M-V def2-TZVPD def2/J DEFGRID3
* xyz 0 1
Br -2.731 -0.573 -0.017
O 0.607 -1.055 1.674
N 2.067 -2.311 -1.202
C 0.318 -1.847 0.585
C -0.203 0.829 -0.611
C 1.214 -2.135 -0.450
C -1.149 -0.369 -0.843
H -0.151 -2.790 0.912
H 0.826 0.446 -1.043
H -0.705 1.708 -0.998
H -0.038 0.789 0.471
H 1.185 -0.324 1.489
H -1.274 -0.552 -1.889
*
```

Properties
* E_LUMO (alpha / beta): -0.51 / -0.23 eV

Table of natural (NBO) atomic charges, one value per atom, all in e: 0.118 -0.652 -0.302 0.050 -0.688 0.167 -0.271 0.218 0.238 0.238 0.205 0.489 0.189

#Q
Entry from the OMol25 dataset: a single C4H6BrNO molecule (the ωB97M-V functional and the def2-TZVPD basis).

Geometry as ORCA input:
```
! RIJCOSX wB97M-V def2-TZVPD def2/J DEFGRID3
* xyz 0 1
Br -2.100 -1.270 0.250
O -0.118 0.768 0.460
N -3.119 2.174 -0.386
C -2.288 1.387 -0.435
C 1.686 -0.572 -0.290
C 0.788 -0.170 0.877
C -1.262 0.322 -0.450
H 1.315 0.313 1.797
H -0.835 0.147 -1.354
H 2.391 -1.434 -0.161
H 0.928 -0.983 -0.932
H 2.341 0.320 -0.606
H 0.271 -1.002 1.230
*
```

Properties
* E_LUMO: 0.32 eV
* structure (SMILES): CCO[C@@H](Br)C#N

Table of natural (NBO) atomic charges, one value per atom, all in e: 0.058 -0.515 -0.251 0.234 -0.651 -0.068 -0.044 0.195 0.220 0.223 0.199 0.226 0.174

What are the relative energies? In kcal/mol: #P 50.9; #Q 0.0.

#P
Entry from the OMol25 dataset: a single C6H9N3O molecule (the ωB97M-V functional and the def2-TZVPD basis).

Geometry as ORCA input:
```
! RIJCOSX wB97M-V def2-TZVPD def2/J DEFGRID3
* xyz 0 1
O 1.501 0.554 1.259
N -1.455 -1.683 0.224
N 0.720 -0.803 -0.314
N -1.288 0.547 -0.100
C 3.043 -0.601 -0.150
C -0.663 1.821 -0.249
C -2.580 0.268 0.264
C 1.724 -0.297 0.342
C -0.662 -0.733 -0.057
C -2.730 -1.148 0.399
H -3.706 -1.546 0.713
H 3.352 -1.746 0.015
H -3.158 0.874 0.386
H -0.105 1.769 -1.053
H -1.697 2.307 -0.641
H 3.874 0.045 0.539
H -0.293 2.125 0.564
H 0.971 -1.610 -1.076
H 3.153 -0.144 -1.063
*
```

Properties
* E_LUMO: 0.67 eV
* structure (SMILES): CC(=O)Nc1nccn1C

Table of natural (NBO) atomic charges, one value per atom, all in e: -0.649 -0.456 -0.609 -0.326 -0.707 -0.338 -0.013 0.638 0.477 -0.115 0.219 0.247 0.140 0.198 0.186 0.251 0.210 0.410 0.236

#Q
Entry from the OMol25 dataset: a single C6H9N3O molecule (the ωB97M-V functional and the def2-TZVPD basis).

Geometry as ORCA input:
```
! RIJCOSX wB97M-V def2-TZVPD def2/J DEFGRID3
* xyz 0 1
O -1.252 -2.629 -0.273
N -0.509 -0.356 -0.346
N -2.527 -0.689 0.159
N -2.285 0.666 0.218
C 0.899 -0.763 -0.519
C -1.056 0.829 -0.064
C -1.316 -1.396 -0.122
C 1.708 -1.201 0.620
C 2.020 0.122 -0.034
C -0.419 2.140 -0.170
H 0.916 -1.397 -1.350
H -0.007 2.277 0.606
H 0.212 2.253 -1.086
H 2.522 -1.970 0.355
H -3.505 -0.900 0.601
H -1.219 3.024 -0.127
H 1.892 0.937 0.643
H 2.736 0.299 -0.648
H 1.189 -1.246 1.535
*
```

Properties
* E_LUMO: 0.85 eV
* structure (SMILES): Cc1n[nH]c(=O)n1C1CC1

Table of natural (NBO) atomic charges, one value per atom, all in e: -0.645 -0.409 -0.466 -0.278 -0.058 0.339 0.731 -0.403 -0.416 -0.599 0.234 0.187 0.228 0.226 0.431 0.239 0.220 0.209 0.229

#R
Entry from the OMol25 dataset: a single C6H9N3O molecule (the ωB97M-V functional and the def2-TZVPD basis).

Geometry as ORCA input:
```
! RIJCOSX wB97M-V def2-TZVPD def2/J DEFGRID3
* xyz 0 1
O -1.692 0.872 0.951
N 1.345 -1.535 0.046
N -0.822 -0.760 -0.477
N 1.204 0.632 -0.162
C 0.490 -0.523 -0.139
C -3.217 -0.531 -0.194
C 2.455 0.384 0.188
C -1.902 -0.083 0.172
C 2.574 -0.954 0.303
C 0.587 1.980 -0.403
H -3.572 -1.367 0.498
H 1.181 2.635 -0.861
H 0.045 2.510 0.288
H -1.003 -1.443 -0.979
H -3.546 -0.917 -0.977
H 3.388 -1.572 0.281
H 3.131 1.003 0.220
H -0.176 1.843 -1.458
H -3.931 0.330 -0.025
*
```

Properties
* E_LUMO: 0.72 eV
* structure (SMILES): CC(=O)Nc1nccn1C

Table of natural (NBO) atomic charges, one value per atom, all in e: -0.604 -0.469 -0.594 -0.312 0.461 -0.722 -0.080 0.681 -0.092 -0.368 0.248 0.199 0.226 0.381 0.224 0.202 0.187 0.182 0.248

What are the relative energies? In kcal/mol: #P 16.8; #Q 1.5; #R 0.0.